[1]
A structure of composition C23H34As3BrN2O6W at a distorted geometry, computed with wB97M-V/def2-TZVPD.

Output
E_LUMO (eV): -7.57
Total energy (hartree): -10805.6237
Relative energy (zero: lowest compared OMol25 entry of this formula, charge and spin) (kcal/mol): 41.25
Net charge: +2
Frontier orbital gap (Ha): 0.225
E_HOMO (eV): -13.70
F_max (eV/Å): 5.43

Last column: Mulliken charge in e.
Positions of all 70 atoms, in Å:
1 W -1.360 0.000 0.249  -0.364
2 O 3.219 2.625 -2.844  -0.487
3 C 2.265 2.043 -2.118  0.781
4 C 2.196 2.135 -0.724  -0.684
5 C 1.161 1.496 -0.051  0.141
6 N 0.214 0.751 -0.754  1.430
7 C 0.287 0.669 -2.131  0.586
8 C 1.285 1.287 -2.834  -1.043
9 C -0.837 -0.202 -2.598  -0.087
10 O -1.244 -0.336 -3.719  -0.547
11 O -1.388 -0.818 -1.518  -0.533
12 C 0.923 1.383 1.386  -0.027
13 O 1.557 1.857 2.296  -0.545
14 O -0.173 0.544 1.594  -0.422
15 H 3.854 3.122 -2.308  0.352
16 H 2.923 2.691 -0.150  0.542
17 H 1.362 1.214 -3.906  0.644
18 O -2.749 4.912 -2.511  -0.493
19 C -2.825 3.684 -2.049  0.952
20 C -3.753 2.724 -2.483  -0.841
21 C -3.722 1.462 -1.947  -0.601
22 N -2.839 1.113 -0.986  0.135
23 C -1.945 2.031 -0.552  0.340
24 Br -2.943 1.208 1.996  -0.183
25 C -1.892 3.308 -1.057  -1.417
26 H -3.437 5.141 -3.155  0.342
27 H -4.495 2.971 -3.228  0.402
28 H -4.409 0.689 -2.267  0.478
29 H -1.191 4.049 -0.698  0.590
30 C -3.921 -1.892 3.011  -1.148
31 As -2.226 -1.709 1.833  1.451
32 C -3.426 -1.664 0.183  -1.987
33 C -1.924 -3.757 1.430  -2.165
34 C -0.620 -4.426 1.914  2.590
35 C -0.609 -5.855 1.353  -2.044
36 C 0.648 -3.690 1.401  -1.528
37 As 0.504 -1.960 0.261  1.319
38 C 2.348 -1.418 0.785  -1.491
39 C 1.057 -2.715 -1.487  -1.415
40 C -0.608 -4.523 3.441  -1.893
41 As -1.223 -2.890 4.399  0.421
42 C -0.730 -3.565 6.239  -1.130
43 C 0.283 -1.632 4.264  -0.862
44 H -3.790 -1.271 3.908  0.421
45 H -4.066 -2.937 3.324  0.367
46 H -4.813 -1.538 2.488  0.448
47 H -4.176 -2.446 0.364  0.567
48 H -2.972 -1.932 -0.790  0.652
49 H -4.007 -0.731 0.088  0.543
50 H -1.941 -3.845 0.332  0.539
51 H -2.779 -4.325 1.835  0.702
52 H -0.579 -5.838 0.268  0.465
53 H -1.491 -6.399 1.676  0.476
54 H 0.258 -6.398 1.713  0.507
55 H 1.245 -4.379 0.788  0.490
56 H 1.272 -3.410 2.256  0.489
57 H 2.980 -2.310 0.872  0.565
58 H 2.361 -0.886 1.738  0.310
59 H 2.784 -0.771 0.021  0.464
60 H 1.914 -3.386 -1.374  0.492
61 H 1.355 -1.896 -2.147  0.410
62 H 0.243 -3.259 -1.967  0.378
63 H 0.382 -4.819 3.799  0.618
64 H -1.308 -5.303 3.755  0.586
65 H -1.374 -4.405 6.516  0.400
66 H -0.856 -2.753 6.964  0.416
67 H 0.319 -3.886 6.233  0.367
68 H 0.087 -0.808 4.953  0.439
69 H 0.344 -1.222 3.250  -0.145
70 H 1.228 -2.095 4.548  0.479

***

[2]
A structure of composition C13H20Br2KO9S2 at a distorted geometry, computed with wB97M-V/def2-TZVPD.

Output
E_LUMO (eV): 2.19
Total energy (hartree): -7728.9535
Relative energy (zero: lowest compared OMol25 entry of this formula, charge and spin) (kcal/mol): 27.56
Net charge: -1
Frontier orbital gap (Ha): 0.308
E_HOMO (eV): -6.18
F_max (eV/Å): 2.41

Last column: Mulliken charge in e.
Positions of all 47 atoms, in Å:
1 K -0.051 -0.658 -0.366  1.606
2 C -0.980 -2.650 -3.434  -0.911
3 O -0.733 -1.512 -2.645  -0.079
4 C -1.761 -0.533 -2.695  -0.566
5 C -3.050 -0.989 -2.010  -0.519
6 O -2.819 -1.577 -0.732  -0.360
7 C -2.752 -0.650 0.360  -0.547
8 C -2.287 -1.386 1.606  -0.805
9 O -1.075 -2.093 1.354  -0.040
10 C -0.403 -2.406 2.572  -0.943
11 H -1.267 -2.363 -4.455  0.317
12 H -1.770 -3.278 -3.008  0.291
13 H -0.055 -3.221 -3.463  0.236
14 H -1.987 -0.279 -3.738  0.483
15 H -1.369 0.358 -2.202  0.082
16 H -3.557 -1.750 -2.603  0.409
17 H -3.722 -0.126 -1.936  0.395
18 H -3.744 -0.233 0.561  0.448
19 H -2.085 0.189 0.136  0.291
20 H -3.053 -2.101 1.933  0.455
21 H -2.132 -0.638 2.388  0.448
22 H -0.028 -1.509 3.065  0.330
23 H 0.431 -3.059 2.326  0.206
24 H -1.079 -2.923 3.264  0.336
25 O 0.796 2.946 -2.235  -0.807
26 S 0.819 1.983 -1.156  1.495
27 O 1.637 0.809 -1.407  -0.628
28 O -0.513 1.611 -0.663  -0.758
29 C 1.579 2.853 0.214  -0.303
30 C 2.043 4.135 -0.067  -0.519
31 C 2.634 4.914 0.917  -0.541
32 C 2.767 4.418 2.201  -0.556
33 C 2.311 3.144 2.505  -0.612
34 C 1.717 2.347 1.529  -0.235
35 S 1.094 0.764 2.109  1.494
36 O 1.680 0.587 3.423  -0.745
37 O -0.360 0.903 2.111  -0.665
38 O 1.538 -0.229 1.136  -1.129
39 H 1.921 4.505 -1.075  0.525
40 H 2.985 5.910 0.675  0.364
41 H 3.225 5.024 2.975  0.364
42 H 2.408 2.740 3.503  0.500
43 Br 2.877 -2.274 -2.229  -0.155
44 C 2.287 -2.723 -0.433  0.801
45 Br 0.794 -3.975 -0.472  -0.146
46 H 1.979 -1.808 0.077  -0.749
47 H 3.109 -3.195 0.084  0.436

***

[3]
A structure of composition H23O11 at a distorted geometry, computed with wB97M-V/def2-TZVPD.

Output
E_LUMO (spin up / spin down) (eV): 0.11 / 0.00
Total energy (hartree): -841.1761
Relative energy (zero: lowest compared OMol25 entry of this formula, charge and spin) (kcal/mol): 65.53
⟨S²⟩: 0.752
Frontier orbital gap (spin up / spin down) (Ha): 0.132 / 0.390
E_HOMO (spin up / spin down) (eV): -3.48 / -10.61
2S+1: 2
F_max (eV/Å): 6.19

Last column: Mulliken charge in e.
Positions of all 34 atoms, in Å:
1 O 0.602 3.896 -0.517  -0.655
2 H -0.304 4.115 -0.258  0.300
3 H 0.770 4.018 -1.493  0.314
4 O 2.520 -2.406 1.649  -0.625
5 H 2.080 -2.333 0.769  0.302
6 H 1.288 2.255 0.202  0.228
7 O -0.418 1.259 -3.631  -0.657
8 H -2.202 2.075 0.750  0.248
9 H -1.731 -3.159 -0.614  0.348
10 O 1.308 -0.318 -1.292  -0.885
11 H 1.834 -0.624 -2.083  0.406
12 H -2.711 0.493 0.874  0.330
13 O -0.261 -2.023 2.524  -0.622
14 H -0.381 -1.975 3.466  0.313
15 H 0.450 -0.115 -1.757  0.204
16 O 1.877 1.234 2.413  -0.678
17 H 2.298 1.750 3.072  0.335
18 H -0.205 1.526 -2.709  0.306
19 O 2.026 1.878 -0.252  -0.324
20 H -0.816 2.045 -4.020  0.309
21 O -3.269 0.400 0.132  -0.659
22 H -3.350 -0.490 -0.329  0.328
23 H 2.063 -3.094 2.188  0.301
24 O -0.035 -3.505 -1.850  -0.661
25 H 2.353 0.767 0.143  0.297
26 H 0.346 -3.743 -2.629  0.266
27 O -1.732 2.900 0.694  -0.645
28 H 0.213 -4.295 -1.205  0.344
29 H -2.315 3.427 1.454  0.337
30 O -2.504 -2.837 -0.132  -0.621
31 H -3.285 -3.124 -0.705  0.316
32 H 1.750 0.135 2.668  0.333
33 H -1.117 -2.344 2.183  0.273
34 H 2.857 2.212 0.296  0.292

***

[4]
A cluster of 2 separate species, C15H23BF5NO9PS2 in total at a distorted geometry, computed with wB97M-V/def2-TZVPD.

Output
E_LUMO (eV): 1.98
Total energy (hartree): -2979.2763
Net charge: -1
Frontier orbital gap (Ha): 0.211
E_HOMO (eV): -3.75
F_max (eV/Å): 2.56

Last column: Mulliken charge in e.
Positions of all 57 atoms, in Å:
1 C -3.958 -0.714 2.724  -0.845
2 P -2.124 -0.545 3.036  -0.437
3 O -1.656 0.994 2.478  -0.404
4 B -1.118 -1.866 1.922  1.147
5 C 0.062 -2.333 2.955  -0.881
6 O 1.245 -2.913 2.328  -0.526
7 C 2.201 -2.002 1.991  0.345
8 C 2.793 -1.189 2.920  -0.120
9 C 3.744 -0.265 2.593  -0.622
10 C 4.123 -0.148 1.282  -0.405
11 C 3.568 -0.977 0.361  -0.658
12 C 2.615 -1.907 0.689  -0.073
13 O -0.654 -1.270 0.660  -0.521
14 C -0.651 -2.282 -0.273  -1.058
15 C -1.962 -3.062 0.066  0.752
16 N -1.986 -4.483 -0.201  -0.724
17 S -3.427 -2.394 -0.924  1.054
18 O -3.434 -3.070 -2.200  -0.720
19 O -4.652 -2.674 -0.217  -0.678
20 C -3.396 -0.545 -1.162  0.597
21 F -4.598 -0.132 -1.583  -0.316
22 F -3.185 0.062 0.006  -0.163
23 C -2.315 0.018 -2.168  0.678
24 F -1.255 0.486 -1.529  -0.204
25 F -2.873 1.087 -2.795  -0.323
26 F -1.956 -0.832 -3.124  -0.265
27 O -2.017 -2.951 1.421  -0.523
28 H -4.435 -1.135 3.605  0.402
29 H -4.156 -1.342 1.852  0.070
30 H -4.353 0.283 2.506  0.294
31 H -1.939 1.582 3.184  0.269
32 H 0.311 -1.445 3.545  0.269
33 H -0.359 -3.039 3.678  0.142
34 H 2.446 -1.292 3.942  0.452
35 H 4.153 0.363 3.373  0.370
36 H 4.855 0.605 1.018  0.386
37 H 3.864 -0.901 -0.680  0.363
38 H 2.204 -2.516 -0.101  0.389
39 H 0.108 -3.075 -0.156  0.571
40 H -0.513 -1.936 -1.302  0.318
41 H -1.645 -4.688 -1.134  0.268
42 H -2.949 -4.795 -0.107  0.340
43 O 3.721 2.823 -2.210  -0.637
44 S 2.987 3.969 -1.771  1.247
45 O 2.368 3.999 -0.486  -0.590
46 O 1.916 4.352 -2.883  -0.264
47 C 0.964 3.345 -3.296  -0.506
48 C -0.113 3.084 -2.262  -0.638
49 C 3.995 5.405 -1.938  -0.978
50 H 1.491 2.426 -3.558  0.320
51 H 0.508 3.728 -4.208  0.292
52 H 0.302 2.649 -1.354  0.319
53 H -0.850 2.398 -2.655  0.133
54 H -0.606 4.015 -1.979  0.298
55 H 4.451 5.407 -2.924  0.314
56 H 4.760 5.350 -1.166  0.365
57 H 3.377 6.286 -1.789  0.314

***

[5]
The ion C2H9N5 with charge +2 at a distorted geometry, computed with wB97M-V/def2-TZVPD.

Output
E_LUMO (spin up / spin down) (eV): -8.30 / -12.67
Total energy (hartree): -354.4976
Relative energy (zero: lowest compared OMol25 entry of this formula, charge and spin) (kcal/mol): 29.65
Net charge: +2
⟨S²⟩: 2.010
Frontier orbital gap (spin up / spin down) (Ha): 0.221 / 0.293
E_HOMO (spin up / spin down) (eV): -14.32 / -20.64
2S+1: 3
F_max (eV/Å): 10.27

Last column: Mulliken charge in e.
Positions of all 16 atoms, in Å:
1 C -0.794 1.875 -0.895  -0.253
2 C 0.313 -1.355 0.382  0.628
3 N 1.335 -2.118 0.442  -0.282
4 N 0.108 0.810 -1.056  0.111
5 N 0.725 0.351 0.046  -0.413
6 N -0.722 2.494 0.162  -0.139
7 N -0.897 -1.600 0.688  -0.259
8 H -1.266 2.256 -1.778  0.433
9 H 2.256 -1.835 0.243  0.218
10 H 1.387 -3.013 0.875  0.240
11 H 0.170 0.234 -2.001  0.325
12 H 1.760 0.245 -0.104  0.305
13 H -1.407 3.170 0.357  0.272
14 H -0.198 2.264 0.946  0.257
15 H -0.938 -2.620 0.955  0.267
16 H -1.832 -1.157 0.738  0.290

***

[6]
A structure of composition C3H5NO2 at a distorted geometry, computed with wB97M-V/def2-TZVPD.

Output
E_LUMO (eV): 0.78
Total energy (hartree): -322.3944
Relative energy (zero: lowest compared OMol25 entry of this formula, charge and spin) (kcal/mol): 112.92
Frontier orbital gap (Ha): 0.380
E_HOMO (eV): -9.56
F_max (eV/Å): 1.09

Last column: Mulliken charge in e.
Positions of all 11 atoms, in Å:
1 N 1.674 1.093 0.164  -0.295
2 C 1.718 0.105 -0.527  -0.142
3 O 0.035 -0.441 -1.181  -0.585
4 C -0.745 -0.798 -0.074  -0.315
5 C -1.456 0.408 0.520  0.091
6 O -2.004 0.390 1.597  -0.494
7 H 2.518 1.455 0.595  0.300
8 H 1.314 -0.825 -1.115  0.528
9 H -0.164 -1.273 0.736  0.234
10 H -1.510 -1.530 -0.379  0.341
11 H -1.443 1.312 -0.126  0.339

***

What did the sixth record say?
A structure of composition C3H5NO2 at a distorted geometry, computed with wB97M-V/def2-TZVPD.

Output
E_LUMO (eV): 0.78
Total energy (hartree): -322.3944
Relative energy (zero: lowest compared OMol25 entry of this formula, charge and spin) (kcal/mol): 112.92
Frontier orbital gap (Ha): 0.380
E_HOMO (eV): -9.56
F_max (eV/Å): 1.09

Last column: Mulliken charge in e.
Positions of all 11 atoms, in Å:
1 N 1.674 1.093 0.164  -0.295
2 C 1.718 0.105 -0.527  -0.142
3 O 0.035 -0.441 -1.181  -0.585
4 C -0.745 -0.798 -0.074  -0.315
5 C -1.456 0.408 0.520  0.091
6 O -2.004 0.390 1.597  -0.494
7 H 2.518 1.455 0.595  0.300
8 H 1.314 -0.825 -1.115  0.528
9 H -0.164 -1.273 0.736  0.234
10 H -1.510 -1.530 -0.379  0.341
11 H -1.443 1.312 -0.126  0.339